Here is C45H76F6N4O19Y as an isolated structure from the OMol25 dataset. Energies are from wB97M-V/def2-TZVPD.

Each line ends with the Mulliken charge.
Cartesian coordinates (Å):
Y 24.6188 -12.4036 -29.2583  1.599
C 26.7822 -10.5944 -31.3547  -0.117
O 25.6387 -9.8105 -31.6799  -0.170
O 26.3240 -11.6633 -30.6412  -0.868
C 27.5306 -10.9168 -32.6714  0.716
F 26.7252 -11.4938 -33.5912  -0.247
F 28.0502 -9.8271 -33.2414  -0.258
F 28.5306 -11.7722 -32.4183  -0.264
C 25.8740 -8.4065 -31.8418  -0.405
C 24.5080 -7.8346 -32.2057  -0.782
H 23.7078 -7.9998 -31.4926  -0.125
H 24.6069 -6.7691 -32.4312  0.446
H 24.1842 -8.2232 -33.1773  0.307
H 26.5941 -8.1631 -32.6240  0.362
H 26.2189 -7.9466 -30.9105  0.254
H 27.4345 -10.0325 -30.6783  0.424
C 21.7624 -10.1501 -29.1508  -0.298
O 20.9083 -10.9874 -28.3779  0.198
O 23.0086 -10.6694 -29.2150  -0.503
C 20.9795 -9.8397 -30.4266  0.697
F 21.7150 -9.1968 -31.3525  -0.199
F 20.5295 -10.9621 -31.0405  -0.024
F 19.8698 -9.1313 -30.1818  -0.250
C 19.8800 -10.3751 -27.5701  0.972
C 18.9055 -11.5206 -27.3060  -0.824
H 17.9012 -11.1819 -27.0386  0.236
H 18.7145 -11.9853 -28.2785  -0.033
H 19.2361 -12.3029 -26.6269  0.020
H 19.3017 -9.6188 -28.0983  -0.717
H 20.4084 -9.9653 -26.7096  -0.035
H 21.8776 -9.2240 -28.5665  0.241
O 16.4323 -10.8754 -36.5783  -0.580
C 17.6104 -10.8315 -36.3557  0.653
O 18.1372 -10.8663 -35.1241  -0.112
C 17.2117 -10.7960 -34.0384  -0.745
C 17.9982 -11.0420 -32.7656  -0.224
C 18.6503 -10.6886 -37.4440  -1.012
H 16.4236 -11.5455 -34.1091  0.421
H 16.7826 -9.7940 -34.0407  0.211
H 17.4015 -11.0352 -31.8508  0.654
H 18.6551 -10.1801 -32.6012  -0.359
H 18.6332 -11.9242 -32.7706  0.095
H 19.3984 -11.4630 -37.2660  0.297
H 19.0123 -9.6678 -37.5098  0.181
H 18.1438 -10.9914 -38.3580  0.370
O 19.7019 -9.0025 -24.5904  -0.421
C 18.8508 -9.5343 -23.9084  0.790
O 18.1245 -8.9159 -23.0075  -0.380
C 18.1965 -7.4967 -22.8092  0.121
C 19.4858 -7.0473 -22.1264  -1.234
C 18.5511 -11.0411 -23.8359  -0.947
H 17.3487 -7.2307 -22.1859  0.376
H 18.1661 -7.0680 -23.8134  0.011
H 20.3214 -7.1996 -22.8121  0.220
H 19.7215 -7.6694 -21.2593  0.320
H 19.5048 -6.0101 -21.8022  0.407
H 17.5643 -11.3286 -24.1802  0.333
H 18.8521 -11.3489 -22.8367  0.467
H 19.2945 -11.4846 -24.4974  -0.002
O 22.7361 -3.4698 -29.7084  -0.594
C 23.0899 -4.5941 -29.9670  0.051
O 24.2915 -4.9573 -30.3969  -0.123
C 25.2816 -3.9401 -30.6010  -0.306
C 26.5384 -4.6527 -31.0535  -1.070
C 22.1260 -5.7548 -29.7670  0.017
H 25.5566 -3.4821 -29.6480  0.297
H 24.9067 -3.1560 -31.2560  0.360
H 26.7578 -5.4295 -30.3106  0.246
H 27.4158 -4.0148 -30.9427  0.421
H 26.5000 -5.2003 -31.9932  0.269
H 22.5794 -6.4761 -29.0856  0.217
H 21.8813 -6.0947 -30.7756  -0.160
H 21.2086 -5.4549 -29.2657  0.420
C 18.5510 -16.1794 -25.9223  -1.679
C 18.1227 -14.9204 -26.6694  1.335
C 16.7658 -14.9147 -27.3366  -0.238
C 15.6593 -15.5877 -26.6217  -0.096
N 14.7549 -16.0885 -26.1271  -0.459
H 19.5430 -16.0826 -25.4762  0.410
H 18.6242 -17.0489 -26.5792  0.357
H 17.8941 -16.4130 -25.0850  0.444
H 18.8493 -14.6020 -27.4219  -0.268
H 18.1754 -14.1129 -25.9336  -0.160
H 16.7151 -15.5392 -28.2394  -0.080
H 16.3585 -13.9376 -27.5997  0.383
C 21.0826 -11.9140 -34.5055  0.175
C 22.3032 -11.0396 -34.1994  0.616
C 23.6063 -11.8105 -33.9729  -0.642
C 23.6478 -12.3970 -32.6338  0.256
N 23.6677 -12.8769 -31.5929  -0.430
H 21.2718 -12.7811 -35.1352  0.585
H 20.2404 -11.3147 -34.8477  -0.520
H 20.6926 -12.3072 -33.5573  -0.392
H 22.1010 -10.4017 -33.3437  -0.584
H 22.5038 -10.4297 -35.0834  0.490
H 24.4903 -11.2540 -34.2667  0.327
H 23.6169 -12.7378 -34.5641  0.460
C 18.2474 -15.1063 -30.7405  -0.829
C 19.5412 -14.3658 -30.4752  1.275
C 20.6246 -15.2830 -29.8978  -0.804
C 21.8213 -14.5497 -29.4716  0.205
N 22.7380 -13.9550 -29.1366  -0.325
H 17.6638 -15.2497 -29.8272  -0.278
H 18.3784 -16.0755 -31.2209  0.438
H 17.5754 -14.5059 -31.3550  0.330
H 19.3623 -13.4833 -29.8606  -0.616
H 19.9332 -13.9823 -31.4211  0.138
H 20.9332 -16.0820 -30.5739  0.509
H 20.3142 -15.8173 -28.9922  0.274
C 23.7648 -9.1747 -24.5484  -1.067
C 23.4297 -10.5384 -23.9457  -0.757
C 22.5765 -11.4475 -24.8253  0.829
C 23.2591 -11.9823 -25.9965  0.195
N 23.7832 -12.4202 -26.9146  -0.515
H 22.8568 -8.7240 -24.9525  0.219
H 24.4781 -9.3058 -25.3671  0.326
H 24.2407 -8.5147 -23.8277  0.389
H 22.9657 -10.3605 -22.9759  0.383
H 24.3644 -11.0773 -23.7635  0.412
H 21.6479 -10.9455 -25.0963  -0.688
H 22.3355 -12.3429 -24.2427  0.396
C 19.8525 -6.8466 -33.7245  0.237
C 20.3170 -7.4932 -35.0493  0.133
O 19.0931 -7.8321 -35.6448  -0.214
C 18.1081 -7.0575 -35.1030  0.517
O 17.0028 -7.1155 -35.5412  -0.516
O 18.5166 -6.3992 -34.0049  -0.350
H 20.5331 -6.0311 -33.4895  0.382
H 19.8724 -7.5919 -32.9281  -0.236
H 20.8935 -8.3845 -34.7938  -0.214
H 21.0177 -6.8345 -35.5662  0.303
C 15.6908 -7.1289 -25.7809  -0.499
C 15.8432 -8.6399 -26.0984  -0.257
O 16.9848 -8.6422 -26.9487  -0.136
C 17.5864 -7.4423 -26.9686  0.719
O 18.6259 -7.2073 -27.4973  -0.586
O 16.9334 -6.5828 -26.1747  -0.419
H 15.5137 -6.9448 -24.7202  0.278
H 14.8943 -6.6081 -26.3149  0.349
H 14.9715 -8.9494 -26.6727  0.358
H 15.9745 -9.2746 -25.2246  0.193
C 16.8748 -7.9480 -30.9484  0.475
C 17.8486 -6.7897 -30.6941  0.792
O 17.0637 -5.7547 -30.1612  -0.382
C 15.8413 -6.2590 -29.8113  0.480
O 15.0540 -5.6848 -29.1316  -0.542
O 15.6970 -7.4827 -30.3212  -0.409
H 17.2184 -8.8600 -30.4594  -0.191
H 16.7526 -8.1633 -32.0111  0.049
H 18.3105 -6.4932 -31.6349  -0.103
H 18.6765 -7.1836 -30.1048  -0.246

## Properties
LUMO energy: -3.5 eV
M: 1180.01 g/mol
strongest force on any atom: 0.086 Eh/bohr
orbital gap: 8.18 eV
HOMO energy: -11.7 eV
net charge: +1